Below is a structure of composition C5H9N2O in a non-equilibrium geometry, with properties calculated with wB97M-V/def2-TZVPD.

Last column: Mulliken charge in e.
Element x y z (Å)
C (3.1037, -1.0787, 0.7388)  -0.4019
C (-2.8919, -0.2901, -0.1630)  -0.3406
C (-1.6946, -0.0976, 0.6295)  0.1855
C (-1.5186, 1.5926, -0.3608)  0.2722
C (1.5542, 0.3679, -0.5514)  -0.9180
N (2.2442, -0.7754, -0.2229)  -0.1366
N (-1.6523, 0.3302, -0.7786)  -0.2478
O (-1.6141, 1.4406, 0.9155)  -0.2591
H (3.2443, -2.1130, 0.7934)  0.2411
H (3.6080, -0.4928, 1.4499)  0.3112
H (-3.1103, -1.2581, -0.4288)  0.2670
H (-3.7080, 0.3554, -0.1660)  0.2763
H (-1.1745, -0.7119, 1.2774)  0.4049
H (-1.3149, 2.4534, -0.9745)  0.3744
H (1.7219, 1.1922, 0.0923)  0.3263
H (1.2757, 0.6642, -1.5162)  0.3801
H (1.9273, -1.5790, -0.7347)  0.2649

Cartesian forces (eV/Å) of the 3 atoms listed first:
-1.337 -0.622 -1.524
0.941 1.381 0.733
-2.366 3.972 -1.009

Computed properties:
Kohn-Sham gap (alpha / beta) ... 0.1646 / 0.1648 Ha
Relative energy (zero: lowest compared OMol25 entry of this formula, charge and spin) ... 8.198 eV
Net charge ... +1

Below is a structure of composition C25H18ClN5ORuS2Se in a non-equilibrium geometry, with properties calculated with wB97M-V/def2-TZVPD.

Last column: Mulliken charge in e.
Element x y z (Å)
Ru (0.2505, -0.2995, -0.2861)  0.3695
Cl (-0.8853, 6.8940, -1.0626)  -0.2050
C (-0.7863, 5.1825, -1.1840)  0.1742
C (-0.5719, 4.5921, -2.4438)  -0.5873
C (-0.5178, 3.2333, -2.5603)  -0.4363
C (-0.7044, 2.3742, -1.4370)  0.1846
O (-0.7330, 1.1149, -1.6050)  -0.6955
C (-0.8575, 2.9943, -0.1373)  0.0966
C (-0.8926, 2.2488, 1.0678)  0.5705
N (-0.8379, 0.9420, 1.1918)  0.3751
C (-0.9285, 0.3233, 2.4266)  1.2504
C (-1.3301, 0.9592, 3.6015)  -0.7869
C (-1.3382, 0.2953, 4.8255)  -1.0406
C (-0.9767, -1.0240, 4.9190)  -0.9730
C (-0.6420, -1.7396, 3.7545)  0.9635
C (-0.3086, -3.1077, 3.7777)  -0.7724
C (0.0082, -3.7516, 2.6080)  -1.0366
C (-0.0396, -3.0335, 1.4105)  -0.3808
N (-0.3475, -1.7490, 1.3565)  0.5182
C (-0.6278, -1.0738, 2.4958)  -0.0133
C (-0.9076, 4.3984, -0.0605)  -1.1622
H (-0.4563, 5.2271, -3.3080)  0.4374
H (-0.3730, 2.7638, -3.5229)  0.4958
H (-0.9167, 2.8663, 1.9664)  0.3342
H (-1.6215, 1.9973, 3.5885)  0.3744
H (-1.6281, 0.8396, 5.7102)  0.4203
H (-0.9507, -1.5291, 5.8703)  0.4434
H (-0.3091, -3.6290, 4.7215)  0.4710
H (0.2699, -4.7975, 2.5981)  0.4455
H (0.1621, -3.5262, 0.4657)  0.4933
H (-1.0454, 4.8652, 0.9024)  0.4380
C (3.4170, 1.3231, -1.4370)  -1.1399
C (2.8926, 0.2604, -2.3235)  0.5377
N (1.8196, -0.4300, -2.1050)  0.4888
C (1.5400, -1.3309, -3.0974)  -0.1943
C (2.4555, -1.3269, -4.1128)  -0.4690
S (3.6885, -0.1737, -3.8073)  -0.1363
C (0.2958, -2.0712, -3.0082)  -0.5843
C (-0.2645, -2.8888, -3.9500)  -0.3212
S (-1.8287, -3.3895, -3.4616)  -0.1258
C (-1.6536, -2.4582, -2.0075)  0.1416
N (-0.4995, -1.8726, -1.9098)  0.9417
C (-2.7481, -2.3196, -1.0206)  -0.9831
H (2.6042, 1.7278, -0.8304)  0.1359
H (3.8780, 2.1190, -2.0168)  0.4753
H (4.1699, 0.9148, -0.7612)  0.2941
H (2.4840, -1.9311, -4.9956)  0.4398
H (0.1371, -3.2087, -4.8893)  0.4446
H (-3.6418, -2.8342, -1.3600)  0.4566
H (-2.9760, -1.2592, -0.8942)  0.1684
H (-2.4532, -2.7179, -0.0501)  0.1942
Se (2.9898, -0.4612, 3.5927)  -0.1335
C (2.4595, -0.3075, 1.9522)  0.0921
N (2.0755, -0.2144, 0.8451)  -0.4893

Cartesian forces (eV/Å) of the 3 atoms listed first:
-0.341 0.865 -0.006
0.001 0.330 0.036
-0.033 -0.481 0.234

Computed properties:
2S+1 ... 2
Kohn-Sham gap (alpha / beta) ... 0.2192 / 0.2286 Ha
Net charge ... +1

Below is a structure of composition C2H10N2O, with properties calculated with wB97M-V/def2-TZVPD.

Last column: Mulliken charge in e.
Element x y z (Å)
C (1.1637, -1.4943, 0.4957)  -0.8269
N (0.0846, -0.8181, -0.2161)  -0.4209
C (0.7810, 0.6779, -1.0771)  -0.0907
O (1.7464, 0.3015, -1.7581)  -0.6560
H (1.9849, -1.6559, -0.2078)  0.3197
H (0.8373, -2.4317, 0.9401)  0.3362
H (1.5150, -0.8407, 1.2939)  0.3040
H (-0.2298, -1.3312, -1.0374)  0.2978
H (0.9537, 1.2871, -0.1636)  0.1918
H (-0.1676, 0.9643, -1.5730)  0.2097
N (-1.9895, 1.1985, 0.7502)  -0.6839
H (-2.6879, 1.6301, 1.3438)  0.2464
H (-2.1576, 1.5437, -0.1869)  0.2018
H (-1.0984, 1.5935, 1.0435)  0.2041
H (-0.7358, -0.6247, 0.3527)  0.3670

Cartesian forces (eV/Å) of the 3 atoms listed first:
0.069 0.019 -0.080
-0.471 -0.261 -0.169
0.510 0.452 -0.438

Computed properties:
Kohn-Sham gap ... 0.3316 Ha
Relative energy (zero: lowest compared OMol25 entry of this formula, charge and spin) ... 1.271 eV
Net charge ... 0

Below is a structure of composition C52H56ClN4O5P2SSnTe in a non-equilibrium geometry, with properties calculated with wB97M-V/def2-TZVPD.

Last column: Mulliken charge in e.
Element x y z (Å)
Sn (-0.1460, 0.6932, 0.2758)  2.2322
C (-1.0516, -4.3713, 0.7751)  -1.2377
N (-0.7707, -2.9570, 0.5266)  0.7461
P (-0.1229, -2.3796, -0.9552)  0.9705
C (1.2224, -3.6050, -1.2752)  0.7577
C (1.0667, -4.8055, -1.9698)  -0.5013
C (2.1389, -5.6706, -2.1275)  -0.8280
C (3.3821, -5.3524, -1.6011)  -0.7627
C (3.5442, -4.1720, -0.8929)  -1.0949
C (2.4718, -3.3089, -0.7290)  -0.8484
C (-1.3825, -2.9256, -2.1659)  0.4788
C (-1.0406, -3.1182, -3.5045)  -0.7344
C (-2.0040, -3.4924, -4.4276)  -0.7586
C (-3.3231, -3.6582, -4.0282)  -0.5864
C (-3.6798, -3.4200, -2.7095)  -0.6155
C (-2.7159, -3.0454, -1.7859)  -0.6477
P (-0.7944, -1.7924, 1.7772)  -1.0710
C (-2.0453, -2.5113, 2.8960)  0.4030
C (-1.7348, -3.2189, 4.0520)  -0.3231
C (-2.7529, -3.7052, 4.8591)  -0.7579
C (-4.0798, -3.4832, 4.5205)  -0.5260
C (-4.3951, -2.7764, 3.3678)  -0.6919
C (-3.3807, -2.2859, 2.5623)  -0.4489
C (0.7497, -1.9521, 2.7352)  1.0075
C (1.0084, -0.8826, 3.5950)  -0.4247
C (2.2235, -0.7902, 4.2515)  -0.6747
C (3.1904, -1.7656, 4.0501)  -0.5945
C (2.9330, -2.8371, 3.2080)  -0.6232
C (1.7172, -2.9309, 2.5469)  -0.4833
H (-0.7630, -4.9589, -0.0938)  0.4659
H (-2.1162, -4.5303, 0.9582)  0.3559
H (-0.4992, -4.7445, 1.6393)  0.3012
H (0.1089, -5.0691, -2.3988)  0.4529
H (2.0020, -6.5990, -2.6674)  0.4442
H (4.2244, -6.0163, -1.7485)  0.4011
H (4.5090, -3.9134, -0.4743)  0.5353
H (2.5978, -2.3959, -0.1678)  0.6952
H (-0.0123, -2.9786, -3.8180)  0.5939
H (-1.7255, -3.6539, -5.4611)  0.4495
H (-4.0717, -3.9612, -4.7485)  0.3828
H (-4.7125, -3.5220, -2.4018)  0.4467
H (-2.9957, -2.8344, -0.7607)  0.3059
H (-0.6985, -3.3831, 4.3196)  0.4661
H (-2.5079, -4.2519, 5.7605)  0.4159
H (-4.8697, -3.8474, 5.1642)  0.3835
H (-5.4298, -2.5941, 3.1079)  0.4362
H (-3.6113, -1.7115, 1.6706)  0.3957
H (0.2526, -0.1139, 3.7229)  0.4202
H (2.4273, 0.0597, 4.8890)  0.4162
H (4.1546, -1.6770, 4.5340)  0.3869
H (3.6909, -3.5932, 3.0446)  0.4141
H (1.5397, -3.7541, 1.8674)  0.2931
C (-3.1186, 4.6017, 1.2393)  -0.8476
N (-3.4054, 3.2901, 0.6794)  -0.0291
C (-2.8092, 2.7310, -0.3713)  0.0475
N (-2.1311, 3.4986, -1.2441)  -0.0336
S (-3.0292, 1.0790, -0.6850)  -0.3577
H (-3.3356, 4.5803, 2.3037)  0.3465
H (-3.7201, 5.3796, 0.7626)  0.3065
H (-2.0629, 4.8367, 1.1252)  0.1835
H (-3.9660, 2.6593, 1.2248)  0.2751
H (-1.7124, 4.3562, -0.9090)  0.3314
H (-1.5521, 2.9907, -1.8975)  -0.2378
O (0.1036, 3.4194, 0.8695)  -0.4057
Cl (0.4324, 2.9975, 2.2221)  1.4219
O (1.6667, 2.2926, 2.1952)  -0.5932
O (0.4784, 4.1301, 3.0721)  -0.7480
O (-0.6222, 2.0954, 2.6461)  -0.5752
C (1.7250, 3.2186, -9.9294)  -1.5891
C (1.5805, 2.9300, -8.4604)  0.7545
C (2.5980, 3.2158, -7.5603)  -0.9132
C (2.4694, 2.9288, -6.2068)  0.7908
C (3.6172, 3.2248, -5.2783)  -0.9622
C (1.2832, 2.3637, -5.7244)  -0.1781
Te (1.0716, 1.7974, -3.5691)  0.1903
N (1.4636, 1.0800, -1.4519)  -0.2314
C (2.3185, 0.3136, -0.8530)  -0.1322
O (1.9873, -0.2352, 0.2729)  -0.2234
C (3.6795, -0.0455, -1.3565)  0.7757
C (4.7184, -0.1051, -0.4314)  -0.4740
C (5.9746, -0.5325, -0.8271)  -0.6990
C (6.1949, -0.9217, -2.1420)  -0.5272
C (5.1599, -0.8677, -3.0639)  -0.9449
C (3.9044, -0.4279, -2.6720)  0.0413
C (1.2303, 3.8290, -2.9374)  0.3317
C (0.2110, 4.7244, -3.2880)  0.8933
C (-0.9577, 4.3599, -4.1677)  -1.9618
C (0.2719, 6.0371, -2.8283)  -0.9100
C (1.3107, 6.4855, -2.0283)  0.8438
C (1.3586, 7.9020, -1.5272)  -1.6458
C (2.3163, 5.5863, -1.7031)  -0.8334
C (2.3000, 4.2678, -2.1427)  1.1667
C (3.4465, 3.3886, -1.7253)  -1.6503
C (0.2612, 2.0357, -6.6236)  1.2340
C (-1.0369, 1.3735, -6.2246)  -2.1155
C (0.4236, 2.3416, -7.9725)  -0.6972
H (2.7123, 3.6157, -10.1602)  0.3342
H (0.9765, 3.9435, -10.2535)  0.3352
H (1.5755, 2.3108, -10.5155)  0.3542
H (3.5192, 3.6593, -7.9220)  0.3032
H (4.5174, 3.4791, -5.8370)  0.4351
H (3.8301, 2.3567, -4.6514)  -0.0595
H (3.3736, 4.0621, -4.6214)  0.1245
H (4.5151, 0.1686, 0.5957)  0.4261
H (6.7799, -0.5731, -0.1048)  0.4298
H (7.1692, -1.2853, -2.4427)  0.4009
H (5.3243, -1.1804, -4.0870)  0.4645
H (3.0807, -0.4064, -3.3745)  0.5253
H (-1.0850, 3.2825, -4.2450)  0.1845
H (-0.7989, 4.7498, -5.1754)  0.4639
H (-1.8780, 4.7952, -3.7775)  0.4819
H (-0.5244, 6.7202, -3.1045)  0.3658
H (0.4896, 8.4657, -1.8631)  0.3607
H (2.2556, 8.4078, -1.8875)  0.3451
H (1.3852, 7.9212, -0.4368)  0.3444
H (3.1418, 5.9166, -1.0815)  0.4466
H (4.3888, 3.9332, -1.7960)  0.6292
H (3.5119, 2.4908, -2.3335)  -0.2399
H (3.3124, 3.0762, -0.6874)  0.3921
H (-1.0092, 0.9779, -5.2130)  0.1755
H (-1.2585, 0.5484, -6.9024)  0.5694
H (-1.8611, 2.0866, -6.2937)  0.3226
H (-0.3778, 2.0959, -8.6626)  0.4470

Cartesian forces (eV/Å) of the 3 atoms listed first:
0.584 -0.073 -0.474
-0.058 -0.067 0.007
0.187 0.268 0.028

Computed properties:
2S+1 ... 2
Kohn-Sham gap (alpha / beta) ... 0.2662 / 0.2110 Ha
Relative energy (zero: lowest compared OMol25 entry of this formula, charge and spin) ... 1.096 eV
Net charge ... 0